1.
This record from OMol25 describes C36H48BrCl3GeInN6O4S2 as an isolated structure in a non-equilibrium geometry. The level of theory is ωB97M-V with the def2-TZVPD basis set.

gap between HOMO and LUMO (spin up / spin down)	7.83 / 5.39	eV
multiplicity	2
<S²>	0.784
F_max	1.2	eV Å⁻¹
LUMO level (spin up / spin down)	0.050 / -2.402	eV
relative energy (zero: lowest compared OMol25 entry of this formula, charge and spin)	162.4	kJ/mol
HOMO level (spin up / spin down)	-0.2860 / -0.2862	Ha
energy	-246217.422	eV

Cartesian coordinates (Å):
In -0.198 -0.776 0.130
C -2.963 1.594 -2.776
C -1.847 1.314 -1.804
N -1.925 0.292 -1.024
N -3.061 -0.512 -1.210
C -2.769 -1.735 -1.488
S -1.174 -2.413 -1.672
S -4.193 -2.811 -1.632
C -3.925 -3.361 -3.360
C -4.352 -2.321 -4.361
C -5.700 -2.016 -4.551
C -6.078 -0.997 -5.409
C -5.111 -0.263 -6.091
C -3.771 -0.572 -5.922
C -3.394 -1.598 -5.059
C -0.609 2.087 -1.919
C -0.655 3.444 -2.280
C 0.469 4.124 -2.682
C 1.674 3.419 -2.789
C 1.751 2.099 -2.414
C 0.634 1.408 -1.900
O 0.781 0.166 -1.506
H -3.942 1.442 -2.324
H -2.885 2.595 -3.187
H -2.883 0.880 -3.599
H -2.862 -3.578 -3.444
H -4.481 -4.292 -3.455
H -6.455 -2.584 -4.016
H -7.129 -0.770 -5.546
H -5.405 0.544 -6.751
H -3.012 -0.014 -6.457
H -2.344 -1.839 -4.929
H -1.600 3.973 -2.217
H 0.417 5.176 -2.929
H 2.562 3.924 -3.152
H 2.686 1.552 -2.463
N -2.241 -1.773 1.242
C -2.070 -1.959 2.679
C -2.933 -3.085 3.249
C -4.393 -3.097 2.799
C -5.286 -1.971 3.317
N -4.896 -0.630 2.903
C -5.027 -0.116 1.695
N -5.642 -0.802 0.716
N -4.558 1.109 1.451
C -0.577 -2.210 2.911
O -0.219 -2.924 3.830
O 0.211 -1.596 2.083
H -3.117 -1.332 0.998
H -2.219 -2.683 0.786
H -2.284 -1.011 3.176
H -2.870 -3.062 4.338
H -2.483 -4.031 2.940
H -4.850 -4.020 3.165
H -4.439 -3.153 1.704
H -5.258 -1.959 4.406
H -6.324 -2.156 3.032
H -4.354 -0.060 3.560
H -5.830 -1.779 0.856
H -5.429 -0.549 -0.239
H -3.984 1.556 2.160
H -4.430 1.394 0.495
C 7.374 -2.233 0.238
C 7.101 -0.809 0.727
C 7.653 -0.665 2.156
C 7.818 0.179 -0.207
C 5.618 -0.485 0.750
C 4.642 -1.426 0.394
C 3.325 -1.087 0.459
Br 2.101 -2.414 -0.062
C 2.848 0.221 0.896
O 1.643 0.491 0.975
C 3.890 1.199 1.257
C 5.196 0.800 1.161
C 3.532 2.591 1.777
C 4.769 3.444 2.062
C 2.669 3.346 0.759
C 2.752 2.424 3.091
H 8.450 -2.413 0.243
H 7.016 -2.385 -0.783
H 6.910 -2.980 0.887
H 8.715 -0.919 2.166
H 7.133 -1.336 2.843
H 7.543 0.354 2.530
H 8.881 -0.068 -0.252
H 7.726 1.209 0.142
H 7.410 0.125 -1.219
H 4.911 -2.420 0.068
H 5.962 1.509 1.430
H 5.376 3.612 1.168
H 5.397 3.013 2.847
H 4.426 4.417 2.417
H 3.239 3.549 -0.151
H 2.352 4.298 1.190
H 1.773 2.793 0.487
H 3.332 1.874 3.837
H 1.829 1.879 2.920
H 2.489 3.399 3.504
Cl 0.035 2.377 4.929
Ge -0.684 1.577 2.957
Cl -0.926 3.375 1.553
Cl -2.972 1.903 3.794

---

2.
This record from OMol25 describes C35H27CrN10O4S as an isolated structure in a non-equilibrium geometry. The level of theory is ωB97M-V with the def2-TZVPD basis set.

gap between HOMO and LUMO (spin up / spin down)	6.71 / 6.69	eV
multiplicity	4
<S²>	3.777
F_max	2.1	eV Å⁻¹
LUMO level (spin up / spin down)	0.096 / -0.085	eV
HOMO level (spin up / spin down)	-0.2432 / -0.2491	Ha
energy	-99084.118	eV

Cartesian coordinates (Å):
Cr 0.232 0.273 0.494
O -1.062 -2.508 -1.017
C -0.525 -2.076 -0.018
N -1.039 -1.198 0.881
C -1.153 -1.450 2.220
C -1.804 -2.561 2.752
C -1.924 -2.691 4.123
C -1.411 -1.718 4.970
C -0.748 -0.614 4.464
C -0.587 -0.483 3.087
N 0.134 0.467 2.406
C 0.642 1.574 2.984
O 0.679 1.865 4.171
C 1.231 2.459 1.930
C 1.619 3.758 2.222
C 2.082 4.569 1.201
C 2.178 4.018 -0.072
C 1.796 2.708 -0.276
N 1.305 1.932 0.694
C 0.883 -2.390 0.433
C 1.384 -3.663 0.620
C 2.619 -3.807 1.239
C 3.278 -2.658 1.663
C 2.701 -1.418 1.440
N 1.524 -1.269 0.825
H -2.231 -3.285 2.075
H -2.423 -3.554 4.537
H -1.523 -1.824 6.038
H -0.341 0.140 5.116
H 1.529 4.091 3.244
H 2.358 5.598 1.381
H 2.543 4.602 -0.901
H 1.890 2.251 -1.252
H 0.798 -4.508 0.293
H 3.044 -4.788 1.400
H 4.229 -2.732 2.168
H 3.180 -0.510 1.792
N -7.370 1.798 -1.615
C -6.137 2.054 -1.056
C -5.402 3.185 -1.428
C -4.174 3.444 -0.852
C -3.677 2.591 0.114
C -4.396 1.477 0.509
C -5.621 1.212 -0.065
S -2.002 2.713 0.698
O -1.919 2.425 2.101
O -1.361 3.920 0.236
N -1.261 1.450 -0.042
C -1.070 1.406 -1.347
N -0.003 0.602 -1.631
C 0.375 0.529 -2.895
C -0.311 1.199 -3.899
C -1.424 1.935 -3.511
N -1.798 2.058 -2.251
H -7.562 2.239 -2.499
H -7.709 0.852 -1.535
H -5.790 3.844 -2.192
H -3.576 4.285 -1.163
H -3.967 0.818 1.245
H -6.179 0.335 0.230
H 1.254 -0.067 -3.102
H -0.005 1.126 -4.930
H -2.037 2.465 -4.229
N 2.342 -3.699 -3.164
C 1.312 -2.912 -2.737
N 1.699 -1.912 -2.010
C 3.065 -2.006 -1.937
C 3.992 -1.164 -1.335
C 5.322 -1.504 -1.451
C 5.731 -2.650 -2.136
C 4.830 -3.490 -2.757
C 3.492 -3.146 -2.658
H 2.284 -4.518 -3.749
H 0.280 -3.104 -2.967
H 3.671 -0.276 -0.814
H 6.079 -0.872 -1.011
H 6.784 -2.869 -2.195
H 5.147 -4.369 -3.300

---

3.
This record from OMol25 describes one molecule with the formula C4H8O3. The level of theory is ωB97M-V with the def2-TZVPD basis set.

structure (SMILES)	C[C@@H](O)COC=O
gap between HOMO and LUMO	11.29	eV
F_max	0.5	eV Å⁻¹
LUMO level	0.868	eV
relative energy (zero: lowest compared OMol25 entry of this formula, charge and spin)	96.3	kJ/mol
HOMO level	-0.3830	Ha
energy	-10420.005	eV

Cartesian coordinates (Å):
C 1.423 0.830 0.952
C 0.390 -0.211 0.567
O 0.090 -0.980 1.716
C -0.902 0.425 0.025
O -0.867 0.582 -1.404
C -0.916 -0.557 -2.100
O -0.989 -1.666 -1.634
H 1.014 1.523 1.696
H 1.725 1.403 0.069
H 2.305 0.344 1.377
H 0.809 -0.854 -0.217
H -0.396 -1.759 1.410
H -1.043 1.438 0.413
H -1.766 -0.186 0.303
H -0.876 -0.331 -3.175

---

4.
This record from OMol25 describes one molecule with the formula C5H4N2. The level of theory is ωB97M-V with the def2-TZVPD basis set.

structure (SMILES)	[H]/N=C/C(=C=N)C#C
gap between HOMO and LUMO	9.36	eV
F_max	0.7	eV Å⁻¹
LUMO level	0.752	eV
relative energy (zero: lowest compared OMol25 entry of this formula, charge and spin)	302.7	kJ/mol
HOMO level	-0.3162	Ha
energy	-8226.357	eV

Cartesian coordinates (Å):
H 1.880 -0.212 2.380
N 0.981 -0.260 1.909
C 1.104 -0.049 0.657
C -0.087 -0.064 -0.220
C -1.205 -0.420 0.406
N -2.091 -0.875 1.092
C -0.055 0.338 -1.594
C -0.018 0.661 -2.752
H 2.051 0.185 0.160
H -2.553 -0.249 1.746
H -0.007 0.944 -3.785

---

5.
This record from OMol25 describes C27H52IrP2Si as an isolated structure in a non-equilibrium geometry. The level of theory is ωB97M-V with the def2-TZVPD basis set.

gap between HOMO and LUMO (spin up / spin down)	7.88 / 5.11	eV
multiplicity	5
<S²>	6.034
F_max	6.6	eV Å⁻¹
LUMO level (spin up / spin down)	-1.877 / -4.612	eV
relative energy (zero: lowest compared OMol25 entry of this formula, charge and spin)	293.1	kJ/mol
HOMO level (spin up / spin down)	-0.3584 / -0.3573	Ha
total charge	+1
energy	-58122.608	eV

Cartesian coordinates (Å):
Ir 0.430 1.628 -2.125
C 0.235 0.464 1.324
C -0.776 0.797 0.336
C -0.847 -1.489 0.759
C 0.193 -0.925 1.557
C -1.500 -0.457 0.082
C 0.991 1.381 2.202
H 0.444 2.320 2.336
H 2.028 1.564 1.876
H 1.056 0.942 3.206
C 0.952 -1.680 2.581
H 1.526 -1.002 3.232
H 1.658 -2.396 2.126
H 0.247 -2.254 3.211
C -1.251 -2.909 0.863
H -1.342 -3.184 1.921
H -0.509 -3.571 0.407
H -2.201 -3.096 0.356
C -2.854 -0.612 -0.486
H -3.390 -1.389 0.082
H -2.857 -0.980 -1.530
H -3.416 0.328 -0.442
C -1.576 2.015 0.559
H -2.411 1.686 1.197
H -1.992 2.472 -0.341
H -1.006 2.772 1.100
C 2.784 3.297 -3.394
C 2.723 4.301 -2.218
C 1.691 5.433 -2.299
C 0.270 5.019 -2.602
C -0.120 3.554 -2.377
C -0.211 2.747 -3.617
C 0.659 3.060 -4.835
C 2.031 3.694 -4.638
H 2.052 6.104 -3.075
H -0.002 5.266 -3.636
H 1.749 5.998 -1.365
H 1.897 4.779 -4.674
H 3.835 3.144 -3.667
H 3.732 4.761 -2.130
H 2.650 3.469 -5.518
H 0.802 2.125 -5.412
H -1.256 2.600 -3.948
H 0.024 3.719 -5.437
H -0.383 5.623 -1.957
H -1.032 3.588 -1.781
P 2.721 3.316 -0.735
C 4.228 2.940 0.098
C 1.484 4.109 0.324
P -1.605 0.402 -2.896
C 2.300 1.780 -1.606
C -3.028 1.512 -3.174
C -1.133 -0.082 -4.589
H 4.343 1.846 0.207
H 4.190 3.408 1.093
H 5.053 3.345 -0.504
H 0.557 4.314 -0.229
H 1.929 5.052 0.682
H 1.259 3.491 1.187
H -0.695 0.756 -5.130
H -2.026 -0.417 -5.124
H -0.404 -0.894 -4.527
H 3.011 0.930 -1.541
H 2.463 2.218 -3.012
H -3.936 1.060 -2.763
H -3.182 1.674 -4.241
H -2.890 2.470 -2.682
C 1.855 -3.293 -0.745
Si 2.371 -1.545 -1.266
C 3.250 -0.787 0.222
C 3.699 -1.838 -2.565
C 0.923 -0.519 -2.019
H 2.673 -3.959 -1.063
H 0.943 -3.631 -1.254
H 1.737 -3.419 0.341
H 3.478 -1.585 0.943
H 4.216 -0.361 -0.082
H 2.653 -0.024 0.738
H 3.304 -2.485 -3.362
H 4.072 -0.900 -2.996
H 4.532 -2.362 -2.069
H 0.022 -1.110 -1.722
H 1.019 -0.628 -3.124